Entry w
C5H11NO2 | ωB97M-V/def2-TZVPD

Each atom is followed by the atoms it is bonded to, with distances in Å.
Cartesian coordinates (Å):
1 O 0.826 -2.232 -2.341  C2 1.201
2 C 0.728 -1.333 -1.550  O1 1.201, N3 1.386, C8 1.462
3 N 1.168 -1.489 -0.245  C2 1.386, C4 1.440, H9 1.006
4 C 1.800 -0.419 0.482  N3 1.440, H10 1.066, H11 1.096, H18 1.097
5 C -0.899 0.799 0.593  C6 1.514, O7 1.288, H12 1.196, H16 1.117
6 C -2.172 1.021 1.381  C5 1.514, H13 1.082, H14 1.088, H15 1.082
7 O 0.058 1.575 0.969  C5 1.288
8 C 0.211 -0.004 -1.871  C2 1.462, H17 1.073, H19 1.082
9 H 1.475 -2.439 -0.113  N3 1.006
10 H 1.742 0.491 -0.072  C4 1.066
11 H 1.207 -0.221 1.382  C4 1.096
12 H -1.082 0.794 -0.589  C5 1.196
13 H -1.931 0.996 2.436  C6 1.082
14 H -3.053 0.411 1.193  C6 1.088
15 H -2.470 2.049 1.221  C6 1.082
16 H -0.633 -0.285 0.617  C5 1.117
17 H -0.483 0.028 -2.689  C8 1.073
18 H 2.849 -0.653 0.700  C4 1.097
19 H 0.658 0.911 -1.504  C8 1.082

As for the spin multiplicity: 1. As for the lowest unoccupied orbital energy: -2.678 eV. The HOMO energy comes out at -8.733 eV. The HOMO-LUMO gap is 6.056 eV.

natural (NBO) atomic charge list, values in e, 8 entries: number 1, O, carries -0.57; number 2, C, carries 0.55; number 3, N, carries -0.57; number 4, C, carries -0.42; number 5, C, carries 0.00; number 6, C, carries -0.65; number 7, O, carries -0.60; number 8, C, carries -0.27



Entry x
C5H11NO2 | ωB97M-V/def2-TZVPD

Each atom is followed by the atoms it is bonded to, with distances in Å.
Cartesian coordinates (Å):
1 O 2.015 -1.116 1.381  C2 1.217
2 C 1.425 -1.123 0.317  O1 1.217, N3 1.333, H8 1.106
3 N 0.286 -0.494 0.027  C2 1.333, C4 1.454, C7 1.470
4 C -0.404 0.196 1.104  N3 1.454, C5 1.520, H9 1.108, H10 1.088
5 C -1.873 0.101 0.724  C4 1.520, C6 1.522, H11 1.092, H12 1.084
6 C -1.895 -0.077 -0.787  C5 1.522, C7 1.525, H13 1.088, H14 1.102
7 C -0.513 -0.571 -1.204  N3 1.470, C6 1.525, H15 1.091, H16 1.082
8 H 1.824 -1.698 -0.540  C2 1.106
9 H -0.028 1.238 1.120  C4 1.108
10 H -0.147 -0.105 2.118  C4 1.088
11 H -2.455 0.924 1.145  C5 1.092
12 H -2.283 -0.801 1.164  C5 1.084
13 H -2.725 -0.741 -1.020  C6 1.088
14 H -2.211 0.862 -1.269  C6 1.102
15 H -0.565 -1.619 -1.503  C7 1.091
16 H 0.019 0.028 -1.930  C7 1.082
17 O 0.980 2.231 -1.165  H18 0.962, H19 0.966
18 H 0.506 3.046 -0.971  O17 0.962
19 H 1.823 2.302 -0.698  O17 0.966

As for the spin multiplicity: 1. As for the lowest unoccupied orbital energy: 0.585 eV. The HOMO energy comes out at -9.002 eV. As for the SMILES: O=CN1CCCC1.O. The HOMO-LUMO gap is 9.587 eV.

natural (NBO) atomic charge list, values in e, 8 entries: number 1, O, carries -0.63; number 2, C, carries 0.54; number 3, N, carries -0.42; number 4, C, carries -0.23; number 5, C, carries -0.41; number 6, C, carries -0.42; number 7, C, carries -0.22; number 8, H, carries 0.10



List of relative energies, unit kcal/mol: entry w 122.1; entry x 0.0



Entry w
C5H11NO2 | ωB97M-V/def2-TZVPD

Each atom is followed by the atoms it is bonded to, with distances in Å.
Cartesian coordinates (Å):
1 C 1.721 -0.457 0.078  C2 1.520, H5 1.085, H6 1.087, H7 1.089
2 C 2.020 0.993 -0.266  C1 1.520, N3 1.369, O4 1.211
3 N 3.175 1.492 0.275  C2 1.369, H8 1.009, H9 1.002
4 O 1.334 1.657 -1.011  C2 1.211
5 H 2.394 -0.800 0.858  C1 1.085
6 H 1.833 -1.023 -0.843  C1 1.087
7 H 0.681 -0.490 0.399  C1 1.089
8 H 3.439 2.437 0.039  N3 1.009
9 H 3.637 1.059 1.051  N3 1.002
10 C -1.748 -0.232 -1.650  C11 1.322, H14 1.081, H15 1.084
11 C -2.260 0.088 -0.474  C10 1.322, C12 1.503, H16 1.087
12 C -2.289 -0.874 0.681  C11 1.503, O13 1.421, H17 1.094, H18 1.096
13 O -1.305 -0.511 1.639  C12 1.421, H19 0.962
14 H -1.789 0.455 -2.483  C10 1.081
15 H -1.272 -1.187 -1.842  C10 1.084
16 H -2.654 1.086 -0.300  C11 1.087
17 H -3.297 -0.904 1.104  C12 1.094
18 H -2.091 -1.869 0.266  C12 1.096
19 H -1.531 -0.920 2.480  O13 0.962

As for the spin multiplicity: 1. As for the lowest unoccupied orbital energy: 0.813 eV. The HOMO energy comes out at -9.443 eV. As for the SMILES: CC(N)=O.C=CCO. The HOMO-LUMO gap is 10.256 eV.

natural (NBO) atomic charge list, values in e, 8 entries: number 1, C, carries -0.72; number 2, C, carries 0.68; number 3, N, carries -0.83; number 4, O, carries -0.62; number 5, H, carries 0.20; number 6, H, carries 0.23; number 7, H, carries 0.27; number 8, H, carries 0.40



Entry x
C5H11NO2 | ωB97M-V/def2-TZVPD

Each atom is followed by the atoms it is bonded to, with distances in Å.
Cartesian coordinates (Å):
1 C -0.106 -0.343 -0.457  C2 1.455, C3 1.491, C4 1.491
2 C 0.872 0.404 0.320  C1 1.455, N5 1.451, C6 1.685, H10 1.093
3 C -0.876 -1.435 0.204  C1 1.491, H14 1.088, H15 1.090, H16 1.096
4 C 0.046 -0.394 -1.939  C1 1.491, H17 1.097, H18 1.089, H19 1.089
5 N 1.413 -0.270 1.486  C2 1.451, H11 1.014, H12 1.015
6 C -0.171 1.598 0.889  C2 1.685, O7 1.711, O8 1.220, H13 1.109
7 O -1.254 1.235 -0.384  C6 1.711, H9 0.967
8 O 0.212 2.756 0.927  C6 1.220
9 H -2.175 1.267 -0.092  O7 0.967
10 H 1.591 0.938 -0.306  C2 1.093
11 H 2.211 -0.843 1.236  N5 1.014
12 H 1.727 0.419 2.161  N5 1.015
13 H -0.661 1.114 1.758  C6 1.109
14 H -1.141 -1.167 1.225  C3 1.088
15 H -1.761 -1.698 -0.373  C3 1.090
16 H -0.230 -2.317 0.276  C3 1.096
17 H 0.776 -1.178 -2.176  C4 1.097
18 H 0.422 0.551 -2.325  C4 1.089
19 H -0.895 -0.636 -2.431  C4 1.089

As for the spin multiplicity: 1. As for the lowest unoccupied orbital energy: 0.471 eV. The HOMO energy comes out at -8.317 eV. The HOMO-LUMO gap is 8.788 eV.

natural (NBO) atomic charge list, values in e, 8 entries: number 1, C, carries 0.49; number 2, C, carries -0.27; number 3, C, carries -0.69; number 4, C, carries -0.68; number 5, N, carries -0.84; number 6, C, carries 0.50; number 7, O, carries -0.79; number 8, O, carries -0.66



Entry y
C5H11NO2 | ωB97M-V/def2-TZVPD

Each atom is followed by the atoms it is bonded to, with distances in Å.
Cartesian coordinates (Å):
1 C 3.215 0.228 0.352  C2 1.322, H9 1.077, H10 1.168
2 C 2.126 -0.364 -0.107  C1 1.322, O3 1.411, H11 1.079
3 O 1.008 0.283 0.462  C2 1.411, C4 1.434
4 C -0.314 -0.271 0.517  O3 1.434, C5 1.520, C6 1.550, H12 1.098
5 C -0.600 -1.474 -0.366  C4 1.520, H13 1.088, H14 1.087, H15 1.090
6 C -1.219 0.942 0.186  C4 1.550, N7 1.430, O8 1.422, H16 1.101
7 N -2.607 0.633 0.344  C6 1.430, H17 1.013, H18 1.015
8 O -0.950 1.400 -1.133  C6 1.422, H19 0.965
9 H 4.201 -0.096 0.065  C1 1.077
10 H 2.720 1.014 1.061  C1 1.168
11 H 1.986 -1.187 -0.791  C2 1.079
12 H -0.488 -0.543 1.566  C4 1.098
13 H 0.085 -2.291 -0.147  C5 1.088
14 H -1.602 -1.833 -0.153  C5 1.087
15 H -0.528 -1.205 -1.420  C5 1.090
16 H -0.968 1.735 0.907  C6 1.101
17 H -3.159 1.479 0.267  N7 1.013
18 H -2.908 0.012 -0.400  N7 1.015
19 H 0.002 1.537 -1.212  O8 0.965

As for the spin multiplicity: 1. As for the lowest unoccupied orbital energy: 0.903 eV. The HOMO energy comes out at -8.933 eV. As for the SMILES: C=CO[C@H](C)[C@H](N)O. The HOMO-LUMO gap is 9.836 eV.

natural (NBO) atomic charge list, values in e, 8 entries: number 1, C, carries -0.50; number 2, C, carries 0.10; number 3, O, carries -0.56; number 4, C, carries 0.09; number 5, C, carries -0.66; number 6, C, carries 0.23; number 7, N, carries -0.83; number 8, O, carries -0.74



List of relative energies, unit kcal/mol: entry w 0.0; entry x 48.6; entry y 25.9



Entry w
C5H11NO2 | ωB97M-V/def2-TZVPD

Each atom is followed by the atoms it is bonded to, with distances in Å.
Cartesian coordinates (Å):
1 C -0.487 -1.684 -0.363  C2 1.536, H9 1.134, H10 1.119, H11 1.144
2 C -0.607 -0.154 -0.427  C1 1.536, C3 1.536, C4 1.571, H12 1.068
3 C -1.973 0.366 0.043  C2 1.536, H13 1.074, H14 1.100, H15 1.135
4 C 0.528 0.590 0.366  C2 1.571, N5 1.484, C6 1.541, H16 1.065
5 N 0.509 2.043 0.068  C4 1.484, H17 1.026, H18 1.020
6 C 1.900 0.019 -0.042  C4 1.541, O7 1.237, O8 1.314
7 O 2.540 0.399 -1.031  C6 1.237
8 O 2.337 -1.012 0.645  C6 1.314, H19 0.961
9 H 0.363 -1.967 -1.059  C1 1.134
10 H -1.438 -2.090 -0.792  C1 1.119
11 H -0.294 -2.161 0.658  C1 1.144
12 H -0.463 0.043 -1.467  C2 1.068
13 H -2.142 0.264 1.099  C3 1.074
14 H -2.088 1.458 -0.019  C3 1.100
15 H -2.869 -0.067 -0.502  C3 1.135
16 H 0.390 0.430 1.410  C4 1.065
17 H 0.981 2.098 -0.841  N5 1.026
18 H 1.004 2.537 0.810  N5 1.020
19 H 1.810 -1.113 1.442  O8 0.961

As for the spin multiplicity: 1. As for the lowest unoccupied orbital energy: 0.520 eV. The HOMO energy comes out at -9.698 eV. As for the SMILES: CC(C)[C@H](N)C(=O)O. The HOMO-LUMO gap is 10.219 eV.

natural (NBO) atomic charge list, values in e, 8 entries: number 1, C, carries -0.62; number 2, C, carries -0.22; number 3, C, carries -0.62; number 4, C, carries -0.15; number 5, N, carries -0.83; number 6, C, carries 0.77; number 7, O, carries -0.60; number 8, O, carries -0.65



Entry x
C5H11NO2 | ωB97M-V/def2-TZVPD

Each atom is followed by the atoms it is bonded to, with distances in Å.
Cartesian coordinates (Å):
1 C 2.508 -0.955 -1.265  N2 1.435, H5 1.073, H6 1.134, H7 1.089
2 N 1.480 -0.831 -2.259  C1 1.435, O3 1.224, O4 1.184
3 O 0.552 -1.630 -2.256  N2 1.224
4 O 1.618 0.006 -3.086  N2 1.184
5 H 2.305 -1.884 -0.768  C1 1.073
6 H 3.539 -0.972 -1.737  C1 1.134
7 H 2.483 -0.105 -0.585  C1 1.089
8 C -0.126 1.028 -0.822  C9 1.336, H12 1.069, H13 1.097
9 C -0.581 0.481 0.309  C8 1.336, C10 1.496, C11 1.427
10 C -1.759 -0.439 0.351  C9 1.496, H14 1.062, H15 1.063, H16 1.127
11 C -0.166 0.849 1.625  C9 1.427, H17 1.119, H18 1.105, H19 1.117
12 H 0.594 1.788 -1.034  C8 1.069
13 H -0.660 0.452 -1.588  C8 1.097
14 H -1.420 -1.385 0.695  C10 1.062
15 H -2.186 -0.484 -0.621  C10 1.063
16 H -2.569 -0.117 1.064  C10 1.127
17 H 0.628 1.638 1.631  C11 1.119
18 H 0.348 0.111 2.266  C11 1.105
19 H -0.889 1.432 2.247  C11 1.117

As for the spin multiplicity: 1. As for the lowest unoccupied orbital energy: 0.386 eV. The HOMO energy comes out at -9.377 eV. As for the SMILES: C[N+](=O)[O-].C=C(C)C. The HOMO-LUMO gap is 9.763 eV.

natural (NBO) atomic charge list, values in e, 8 entries: number 1, C, carries -0.49; number 2, N, carries 0.54; number 3, O, carries -0.40; number 4, O, carries -0.36; number 5, H, carries 0.23; number 6, H, carries 0.24; number 7, H, carries 0.25; number 8, C, carries -0.44



Entry y
C5H11NO2 | ωB97M-V/def2-TZVPD

Each atom is followed by the atoms it is bonded to, with distances in Å.
Cartesian coordinates (Å):
1 C 1.534 -0.308 1.347  N2 1.507, H9 1.064, H10 1.163, H11 1.175
2 N 0.379 0.593 0.995  C1 1.507, C3 1.475, H12 1.029
3 C -0.437 -0.008 -0.077  N2 1.475, C4 1.583, C6 1.556, H13 1.237
4 C -0.406 -1.591 -0.084  C3 1.583, O5 1.456, H14 1.171, H15 1.147
5 O -0.614 -2.074 1.273  C4 1.456, H16 0.939
6 C -0.474 0.651 -1.486  C3 1.556, C7 1.515, H17 1.131, H18 1.247
7 C -0.643 2.143 -1.279  C6 1.515, O8 1.203, H19 1.218
8 O -0.049 2.817 -0.479  C7 1.203
9 H 2.141 -0.480 0.490  C1 1.064
10 H 1.301 -1.383 1.723  C1 1.163
11 H 2.359 0.233 1.985  C1 1.175
12 H 0.589 1.600 1.018  N2 1.029
13 H -1.620 0.185 0.226  C3 1.237
14 H 0.551 -2.182 -0.410  C4 1.171
15 H -1.223 -2.166 -0.647  C4 1.147
16 H -1.260 -1.498 1.640  O5 0.939
17 H -1.211 0.321 -2.278  C6 1.131
18 H 0.596 0.401 -2.076  C6 1.247
19 H -1.513 2.745 -1.881  C7 1.218

As for the spin multiplicity: 1. As for the lowest unoccupied orbital energy: 0.724 eV. The HOMO energy comes out at -8.498 eV. As for the SMILES: CN[C@H](CO)CC=O. The HOMO-LUMO gap is 9.222 eV.

natural (NBO) atomic charge list, values in e, 8 entries: number 1, C, carries -0.45; number 2, N, carries -0.68; number 3, C, carries -0.05; number 4, C, carries -0.10; number 5, O, carries -0.73; number 6, C, carries -0.54; number 7, C, carries 0.45; number 8, O, carries -0.54



List of relative energies, unit kcal/mol: entry w 0.0; entry x 99.8; entry y 76.6